No. 1
{"formula": "C24H42HoNP3S", "method": "ωB97M-V with the def2-TZVPD basis set", "total_charge": 3, "spin_multiplicity": 5, "homo_lumo_gap_ha": [0.2080, 0.2122], "homo_ev": [-15.6, -15.6], "max_force_ev_per_a": 2.72, "species": ["Ho", "P", "P", "P", "H", "C", "C", "H", "C", "C", "C", "C", "C", "C", "C", "C", "C", "H", "H", "H", "H", "H", "H", "H", "H", "H", "H", "H", "H", "H", "H", "H", "H", "H", "H", "H", "H", "H", "H", "H", "H", "H", "H", "H", "H", "H", "C", "C", "C", "C", "C", "C", "S", "H", "H", "H", "H", "H", "H", "N", "C", "C", "C", "C", "C", "C", "C", "H", "H", "H", "H", "H"], "xyz": [[0.14, -0.16, -0.65], [-1.56, 2.08, -0.32], [-2.08, -1.68, 0.56], [2.00, 1.67, -1.64], [-0.61, -3.68, -2.18], [-0.05, -2.78, -1.88], [1.08, -2.81, -1.10], [1.21, -3.41, -0.18], [-2.72, 2.25, -1.74], [-2.74, 2.15, 1.10], [-0.85, 3.77, -0.22], [-2.02, -3.49, 0.89], [-2.71, -1.23, 2.23], [-3.61, -1.55, -0.42], [3.57, 0.84, -2.17], [2.72, 3.05, -0.65], [1.47, 2.66, -3.10], [-0.40, -1.83, -2.40], [2.00, -2.33, -1.45], [-3.37, 3.13, -1.65], [-3.35, 1.35, -1.81], [-2.14, 2.33, -2.66], [-3.18, 3.15, 1.22], [-2.20, 1.91, 2.02], [-3.55, 1.42, 0.97], [-1.62, 4.52, 0.05], [-0.40, 4.07, -1.17], [-0.07, 3.80, 0.55], [-3.05, -3.89, 0.88], [-1.56, -3.67, 1.86], [-1.42, -3.97, 0.11], [-3.60, -1.85, 2.43], [-2.98, -0.17, 2.29], [-1.94, -1.46, 2.98], [-4.36, -2.24, -0.02], [-3.40, -1.81, -1.46], [-3.99, -0.52, -0.40], [4.03, 1.35, -3.03], [3.38, -0.20, -2.46], [4.28, 0.84, -1.33], [3.27, 3.75, -1.29], [3.42, 2.64, 0.09], [1.91, 3.60, -0.14], [2.32, 3.09, -3.64], [0.82, 3.47, -2.76], [0.86, 2.06, -3.78], [1.62, -1.20, -5.96], [1.06, -0.54, -7.07], [1.29, -1.01, -8.37], [2.03, -2.19, -8.57], [2.55, -2.86, -7.47], [2.34, -2.39, -6.17], [1.52, -0.45, -4.34], [0.29, -0.79, -3.82], [0.50, 0.38, -6.92], [0.93, -0.46, -9.24], [2.17, -2.60, -9.58], [3.17, -3.76, -7.61], [2.77, -2.88, -5.30], [0.56, -0.14, 1.57], [0.46, -0.04, 2.75], [0.40, 0.03, 4.17], [-0.79, 0.39, 4.86], [-0.80, 0.41, 6.26], [0.34, 0.02, 6.97], [1.55, -0.23, 6.31], [1.58, -0.23, 4.91], [-1.68, 0.66, 4.29], [-1.71, 0.73, 6.78], [0.29, -0.08, 8.06], [2.48, -0.43, 6.86], [2.52, -0.42, 4.36]], "mulliken_spin": [4.071, -0.013, -0.014, -0.017, 0.001, -0.008, 0.006, 0.000, 0.000, -0.002, -0.001, -0.001, -0.001, 0.000, 0.000, -0.001, -0.001, -0.003, -0.002, 0.000, 0.000, 0.000, 0.000, 0.000, 0.000, 0.000, 0.000, 0.000, 0.000, 0.000, 0.000, 0.000, 0.000, 0.000, 0.000, 0.000, 0.000, 0.000, 0.000, 0.000, 0.000, 0.000, 0.000, 0.000, 0.000, 0.000, 0.000, 0.000, 0.000, 0.000, 0.000, 0.000, 0.000, 0.001, 0.000, 0.000, 0.000, 0.000, 0.000, -0.019, 0.002, 0.001, 0.000, 0.000, 0.000, 0.000, 0.000, 0.000, 0.000, 0.000, 0.000, 0.000]}



No. 2
{"formula": "C24H43BO13S", "method": "ωB97M-V with the def2-TZVPD basis set", "total_charge": 0, "homo_lumo_gap_ha": 0.3401, "smiles": "COCCCCB(S)Cc1ccccc1.COC(=O)OC.COC(=O)OC.COC(=O)OC.COC(=O)OC", "relative_energy_ev": 0.000, "homo_ev": -8.9, "max_force_ev_per_a": 3.05, "species": ["C", "O", "C", "C", "C", "C", "B", "S", "C", "C", "C", "C", "C", "C", "C", "H", "H", "H", "H", "H", "H", "H", "H", "H", "H", "H", "H", "H", "H", "H", "H", "H", "H", "H", "C", "O", "C", "O", "O", "C", "H", "H", "H", "H", "H", "H", "C", "O", "C", "O", "O", "C", "H", "H", "H", "H", "H", "H", "C", "O", "C", "O", "O", "C", "H", "H", "H", "H", "H", "H", "C", "O", "C", "O", "O", "C", "H", "H", "H", "H", "H", "H"], "xyz": [[4.90, 0.27, -1.12], [4.13, 1.38, -0.65], [2.82, 1.40, -1.24], [2.18, 2.79, -0.83], [0.60, 2.77, -0.80], [-0.02, 3.39, -2.16], [-1.16, 2.41, -2.77], [-0.59, 1.26, -4.14], [-2.68, 2.37, -2.23], [-2.76, 1.05, -1.35], [-3.08, -0.19, -2.04], [-3.13, -1.44, -1.26], [-2.83, -1.35, 0.16], [-2.52, -0.10, 0.85], [-2.48, 1.15, 0.08], [5.82, 0.22, -0.47], [5.27, 0.40, -2.18], [4.38, -0.72, -1.00], [2.21, 0.52, -0.92], [2.93, 1.37, -2.37], [2.55, 3.58, -1.54], [2.56, 3.02, 0.19], [0.17, 1.77, -0.55], [0.29, 3.47, 0.03], [0.83, 3.48, -2.87], [-0.47, 4.40, -1.99], [0.61, 0.80, -3.62], [-3.44, 2.33, -3.06], [-2.94, 3.25, -1.59], [-3.28, -0.16, -3.13], [-3.35, -2.40, -1.80], [-2.83, -2.31, 0.73], [-2.27, -0.04, 1.94], [-2.25, 2.14, 0.53], [5.14, 3.57, 1.41], [6.38, 4.26, 1.63], [7.42, 3.46, 1.89], [7.39, 2.26, 1.95], [8.50, 4.23, 2.07], [9.69, 3.50, 2.36], [4.38, 4.32, 1.21], [5.22, 2.92, 0.55], [4.86, 3.01, 2.30], [9.95, 2.84, 1.53], [9.58, 2.94, 3.28], [10.49, 4.23, 2.49], [-8.99, 2.78, -0.14], [-8.74, 1.39, -0.38], [-7.54, 0.97, 0.04], [-6.70, 1.64, 0.58], [-7.43, -0.33, -0.25], [-6.19, -0.93, 0.15], [-9.98, 3.00, -0.52], [-8.97, 2.99, 0.93], [-8.26, 3.40, -0.67], [-6.07, -0.86, 1.23], [-5.36, -0.45, -0.36], [-6.22, -1.98, -0.13], [8.22, -3.57, 0.23], [8.21, -4.33, -0.98], [7.49, -3.78, -1.96], [6.88, -2.74, -1.90], [7.57, -4.58, -3.03], [6.85, -4.11, -4.17], [8.83, -4.11, 0.95], [8.66, -2.59, 0.07], [7.21, -3.48, 0.63], [7.23, -3.14, -4.50], [5.78, -4.04, -3.94], [6.98, -4.83, -4.97], [-8.75, -2.44, 2.94], [-7.56, -3.21, 2.73], [-7.37, -4.18, 3.63], [-8.10, -4.44, 4.55], [-6.23, -4.81, 3.33], [-5.90, -5.89, 4.21], [-8.79, -1.69, 2.15], [-9.63, -3.08, 2.86], [-8.72, -1.94, 3.90], [-6.67, -6.66, 4.18], [-5.76, -5.52, 5.23], [-4.96, -6.32, 3.87]], "lowdin_charge": [-0.115, -0.247, -0.223, -0.159, -0.188, -0.177, -0.624, 0.727, -0.130, -0.229, -0.050, -0.081, -0.108, -0.062, -0.035, 0.094, 0.100, 0.095, 0.128, 0.124, 0.119, 0.102, 0.096, 0.110, 0.083, 0.102, -0.135, 0.105, 0.105, 0.104, 0.104, 0.099, 0.098, 0.114, -0.042, 0.006, -0.612, 0.120, 0.000, -0.049, 0.090, 0.074, 0.104, 0.097, 0.097, 0.092, -0.048, -0.003, -0.613, 0.125, 0.000, -0.039, 0.092, 0.097, 0.097, 0.100, 0.064, 0.100, -0.042, 0.003, -0.612, 0.117, 0.003, -0.045, 0.093, 0.099, 0.098, 0.098, 0.098, 0.093, -0.035, -0.006, -0.612, 0.126, -0.001, -0.045, 0.086, 0.100, 0.101, 0.098, 0.098, 0.093]}